No. 1
One molecule with the formula C9H18BIO at a distorted geometry. Source: the OMol25 dataset; level of theory: ωB97M-V with the def2-TZVPD basis set.

Calculated values
SMILES	CCCCCCB(I)C[C@H]1CO1

The geometry in XYZ format:
```
30
Properties=species:S:1:pos:R:3:forces:R:3
C 2.57306 1.14919 -0.97466 0.44 0.58 0.60
C 2.63824 0.86642 0.60913 -0.24 0.49 -0.43
C 1.30802 0.12529 1.06259 0.20 -0.43 0.23
C 1.24036 -1.41058 0.60267 1.22 0.74 -0.41
C 0.73267 -1.63292 -0.88131 -0.63 -0.97 0.20
C -0.74414 -1.09631 -1.17892 -0.05 -0.40 -0.61
B -1.79291 -1.34879 0.01568 0.33 0.33 0.02
I -2.75508 -3.34489 0.08952 0.42 0.77 -0.04
C -2.20147 -0.32357 1.18911 -2.48 1.58 -0.72
C -3.04170 0.96610 0.48555 3.10 1.41 -1.38
C -2.08836 2.04748 -0.28903 -3.07 -2.71 0.26
O -3.01962 1.01688 -1.00176 0.93 1.58 3.07
H 3.36636 0.56573 -1.52115 -1.11 0.40 0.38
H 2.79968 2.24718 -1.17865 -0.34 -1.38 0.23
H 1.52821 0.93393 -1.34329 1.31 0.18 0.14
H 3.58302 0.29869 0.87883 -1.24 0.45 -0.30
H 2.74336 1.88531 1.10858 -0.35 -1.38 -0.37
H 1.17359 0.11200 2.19470 0.29 0.33 -1.38
H 0.44838 0.70336 0.60502 0.87 -0.66 0.67
H 0.68641 -2.02746 1.37656 0.31 0.69 -1.13
H 2.32097 -1.78045 0.63102 -1.34 0.30 0.08
H 0.71830 -2.75975 -1.05554 0.02 1.35 0.21
H 1.41440 -1.20830 -1.67219 -0.54 -0.39 1.10
H -0.71319 -0.01835 -1.52229 -0.07 -1.11 0.61
H -1.12903 -1.68726 -2.07601 0.51 0.80 1.01
H -3.02044 -0.72452 1.86786 1.50 0.16 -0.49
H -1.34338 0.13618 1.75194 -0.90 -0.63 -0.46
H -3.96874 1.38263 1.06224 1.69 -0.97 -1.43
H -1.00264 1.82025 -0.44413 -1.26 0.26 0.28
H -2.45434 3.10650 -0.39206 0.47 -1.35 0.06
```
Forces are in eV/Å.

***

No. 2
A 2-piece molecular cluster, C9H18BN2O6 overall. Source: the OMol25 dataset; level of theory: ωB97M-V with the def2-TZVPD basis set.

Calculated values
charge	+1

The geometry in XYZ format:
```
36
Properties=species:S:1:pos:R:3:forces:R:3
C -0.55748 0.33317 0.16882 -0.44 -0.15 -0.17
B -1.68157 -0.72007 -0.05157 0.12 -0.01 0.15
O -1.56196 -2.03216 -0.30618 -0.28 0.16 -0.38
C -3.21569 -0.23777 0.01430 -0.08 -0.01 -0.02
N -3.75305 0.44537 -0.93378 0.04 -0.20 -0.06
C -5.15255 0.85062 -0.72589 0.06 0.16 0.21
C -5.53384 0.12625 0.58121 0.10 0.10 0.18
O -6.55092 -0.84678 0.44772 -0.08 0.01 -0.41
N -6.20965 -1.76156 -0.63801 -0.09 0.20 -0.01
O -7.14305 -2.33595 -0.98776 0.11 -0.13 0.19
C -4.20307 -0.45561 1.11250 0.11 0.09 -0.37
H -0.77589 0.90328 1.07624 0.18 0.01 0.04
H 0.43205 -0.11611 0.22736 0.08 0.16 0.00
H -0.59155 1.06293 -0.64799 0.20 0.03 0.02
H -0.68593 -2.31353 -0.58686 0.22 -0.17 0.29
H -3.24994 0.67892 -1.78279 -0.06 0.08 0.00
H -5.16950 1.93111 -0.58620 -0.04 0.01 -0.12
H -5.76862 0.59015 -1.58278 0.01 -0.05 0.01
H -5.94241 0.86107 1.26955 -0.09 -0.16 0.11
H -3.84452 0.05178 2.01064 -0.04 -0.15 0.10
H -4.28232 -1.52691 1.30662 0.02 0.03 0.22
C 6.90068 1.71461 0.42900 -0.03 -0.07 -0.11
C 5.50015 1.78415 0.99091 0.08 0.10 0.13
O 4.52632 1.27150 0.05209 -0.03 -0.01 0.03
C 4.41959 -0.04984 0.01203 0.01 0.04 -0.05
O 5.01225 -0.84524 0.69083 -0.01 0.01 0.00
O 3.50989 -0.36619 -0.92483 -0.06 -0.04 0.05
C 3.34114 -1.77397 -1.10621 -0.09 -0.08 -0.02
H 6.95249 2.22655 -0.53198 0.01 0.04 0.03
H 7.59709 2.19399 1.11675 0.00 0.00 0.00
H 7.21188 0.68040 0.28903 0.01 0.00 0.04
H 5.19249 2.81333 1.16220 -0.03 0.00 -0.06
H 5.41539 1.23562 1.92796 -0.01 -0.06 -0.04
H 3.14156 -2.26774 -0.15632 0.06 0.00 0.01
H 4.22767 -2.21254 -1.56012 0.02 -0.01 0.04
H 2.49286 -1.89281 -1.77649 0.03 0.07 -0.05
```
Forces are in eV/Å.

***

No. 3
C9H18BiF3N5S3Se as an isolated structure at a distorted geometry. Source: the OMol25 dataset; level of theory: ωB97M-V with the def2-TZVPD basis set.

Calculated values
charge	-1
energy above the lowest of the compared OMol25 structures with the same formula, charge and spin	0.000	eV

The geometry in XYZ format:
```
40
Properties=species:S:1:pos:R:3:forces:R:3
Bi 1.07214 0.57360 -0.51182 1.37 1.23 -0.52
N -1.25838 0.06276 -2.04889 0.19 -1.04 -0.10
C -2.02207 -1.15089 -1.73156 -0.75 0.11 0.11
C -1.76149 -1.79758 -0.33436 0.00 0.08 0.63
N -1.16059 -0.94140 0.74431 0.15 -0.76 -0.23
C -0.54899 -1.82579 1.85355 -0.89 0.52 -1.72
C 0.85280 -2.25057 1.47294 1.06 0.10 -0.30
N 1.81659 -1.10514 1.46681 -1.24 -0.31 1.46
C -2.09789 0.14251 1.16537 1.20 -0.60 0.39
C -1.34958 1.29549 1.91599 -0.20 -0.33 -1.15
N -0.52102 2.08531 0.96973 0.74 0.60 1.58
H -0.82968 -0.08850 -2.95433 0.22 0.45 -0.01
H -1.80998 0.90188 -2.07522 -0.16 0.18 -0.08
H -3.12071 -0.95973 -1.88091 0.86 -0.23 0.26
H -1.74395 -1.95164 -2.43290 -0.15 0.42 0.00
H -2.74704 -2.16477 0.02631 0.30 -0.09 -0.06
H -1.12663 -2.68940 -0.52941 -0.13 0.74 0.52
H -0.59214 -1.25095 2.77358 0.03 -0.09 0.25
H -1.11623 -2.77198 1.94727 -0.22 0.51 0.22
H 1.25360 -3.04258 2.15345 -0.67 0.32 -0.32
H 0.87129 -2.64688 0.42175 -0.14 0.20 1.15
H 1.82694 -0.63684 2.41087 0.41 -0.70 -1.39
H 2.71362 -1.50894 1.24934 0.51 0.37 0.09
H -2.58562 0.51965 0.25714 0.16 0.05 0.23
H -2.87004 -0.30132 1.79964 -0.29 0.20 0.23
H -2.06257 1.92490 2.44246 -0.30 0.03 0.11
H -0.68897 0.85942 2.67751 -0.06 0.14 -0.26
H -1.02218 2.70271 0.31713 0.04 -0.45 0.63
H 0.18785 2.66961 1.52281 -1.31 -0.99 -1.34
S 5.18990 3.11189 0.20529 0.01 0.32 0.12
C 3.79016 2.26721 0.00761 0.41 -0.48 0.07
S 2.56700 2.11417 1.23122 -0.47 -0.08 -0.03
S 3.50963 1.27216 -1.37981 -0.05 0.22 0.35
F -0.88369 2.97941 -1.63295 0.29 -0.07 -0.40
C 0.47706 2.58107 -1.79601 0.67 0.97 -0.27
F 1.17518 3.68727 -1.37262 -0.52 -0.38 0.09
F 0.68161 2.60704 -3.15443 -0.53 -0.40 0.63
Se 2.55832 -0.64277 -3.45836 -1.06 -1.54 0.28
C 1.89792 -1.95571 -2.29663 -0.49 -0.77 1.36
N 1.47783 -2.67468 -1.44189 1.01 1.56 -2.56
```
Forces are in eV/Å.

***

No. 4
C9H18CaF9O15S3 as an isolated structure at a distorted geometry. Source: the OMol25 dataset; level of theory: ωB97M-V with the def2-TZVPD basis set.

Calculated values
charge	-1
energy above the lowest of the compared OMol25 structures with the same formula, charge and spin	3.143	eV

The geometry in XYZ format:
```
55
Properties=species:S:1:pos:R:3:forces:R:3
Ca 0.57271 -0.60048 0.39039 -1.92 0.13 -0.84
C -3.77897 0.32342 2.34251 0.40 0.08 -2.10
F -4.62323 -0.15136 3.24597 -0.10 0.37 0.18
F -4.40147 1.33408 1.63941 0.50 -1.25 0.74
F -2.72726 0.89521 2.94482 -0.01 0.15 0.58
S -3.10434 -1.15427 1.27898 -1.14 -0.57 -5.21
O -3.17310 -2.21681 2.23414 -0.03 -0.43 1.25
O -3.95393 -1.31568 0.04726 1.28 0.94 3.78
O -1.71727 -0.85270 0.86550 -0.83 0.80 1.39
C 0.27243 -4.06517 -2.86523 -1.35 2.18 4.64
F -0.23581 -5.11072 -3.38043 -0.36 -2.16 -1.72
F 1.59105 -4.27784 -2.56127 -0.58 0.34 -0.84
F 0.05867 -2.99437 -3.58389 1.19 0.66 -2.12
S -0.74704 -3.59341 -1.30291 -2.39 1.07 0.67
O -0.05517 -2.33660 -0.85196 -0.16 -2.66 -0.80
O -2.17810 -3.38626 -1.63530 3.23 -0.32 -0.34
O -0.56759 -4.74536 -0.45987 0.96 -0.49 0.62
C -1.33250 1.54890 -3.61520 -2.30 -0.60 2.68
F -1.30191 0.93895 -4.73090 0.30 -1.92 -2.59
F -0.15928 2.09501 -3.43113 0.88 1.47 0.35
F -2.35887 2.43866 -3.74450 0.91 0.51 0.51
S -1.76231 0.37860 -2.13054 -0.43 -1.46 2.87
O -0.45275 0.04137 -1.50176 -0.23 1.36 -2.11
O -2.51941 1.13459 -1.11700 0.37 0.78 -1.68
O -2.45768 -0.76041 -2.68373 0.73 1.50 -0.63
C -0.30866 3.51882 1.08227 -0.56 -1.41 -2.40
C -0.34945 4.20197 -0.32910 -0.60 -1.15 1.44
O 0.06329 5.50428 -0.38087 1.26 2.51 -0.12
O -0.54666 2.08734 0.69426 1.12 2.16 2.17
H -1.03167 3.98813 1.74943 -0.64 -0.49 -0.05
H 0.61787 3.62529 1.64645 0.53 -0.36 -0.47
H -1.39411 4.25212 -0.63614 -0.16 -0.81 -0.14
H 0.22549 3.59021 -1.02429 -0.04 -0.05 0.01
H 0.31037 5.88295 0.46598 -0.08 -0.28 0.05
H -1.41092 2.06073 0.27721 -0.74 -0.55 -0.62
C 3.01659 -1.77683 -1.30274 0.77 3.69 -0.90
C 3.42628 -0.23844 -1.28912 1.70 -0.49 0.39
O 2.38452 0.52878 -0.75119 -1.55 0.23 -0.68
O 2.57966 -1.99707 0.00049 0.17 -1.24 0.66
H 3.86409 -2.40771 -1.57074 -0.12 0.06 -0.14
H 2.24545 -1.78572 -2.07303 -0.41 -0.75 0.41
H 3.81950 0.10265 -2.24679 -0.59 0.03 -0.46
H 4.19261 0.06025 -0.57385 1.12 -1.27 -0.01
H 2.68064 1.42650 -0.58385 -0.10 -0.07 -0.19
H 3.29436 -2.52347 0.36616 -0.46 -0.09 0.69
C 1.39253 -1.16650 3.37275 -0.64 0.64 1.20
C 1.50036 0.38679 3.28491 1.15 -0.02 0.12
O 1.77749 0.80067 1.95536 -0.45 -0.50 -1.42
O 0.33044 -1.57361 2.50740 1.31 0.05 0.62
H 1.09015 -1.46365 4.37693 -0.20 0.68 0.43
H 2.29484 -1.77541 3.31648 0.46 0.43 -1.10
H 2.38288 0.88654 3.68429 -0.16 -1.00 1.97
H 0.58720 0.85920 3.64692 -0.15 -0.22 0.01
H 2.20400 1.66050 1.97480 -0.27 -0.09 -0.12
H -0.12602 -2.28261 2.96627 -0.64 -0.13 -0.58
```
Forces are in eV/Å.

***

Number 1: HOMO -9.3 eV. Number 2: HOMO -12.8 eV. Number 3: HOMO -4.0 eV. Number 4: HOMO -5.6 eV.